[1]
{
  "formula": "C25H75BeN12O5P4",
  "method": "the ωB97M-V functional and the def2-TZVPD basis",
  "species": ["Be", "C", "O", "H", "H", "H", "O", "P", "N", "C", "C", "N", "C", "C", "N", "C", "C", "H", "H", "H", "H", "H", "H", "H", "H", "H", "H", "H", "H", "H", "H", "H", "H", "H", "H", "O", "P", "N", "C", "C", "N", "C", "C", "N", "C", "C", "H", "H", "H", "H", "H", "H", "H", "H", "H", "H", "H", "H", "H", "H", "H", "H", "H", "H", "O", "P", "N", "C", "C", "N", "C", "C", "N", "C", "C", "H", "H", "H", "H", "H", "H", "H", "H", "H", "H", "H", "H", "H", "H", "H", "H", "H", "H", "O", "P", "N", "C", "C", "N", "C", "C", "N", "C", "C", "H", "H", "H", "H", "H", "H", "H", "H", "H", "H", "H", "H", "H", "H", "H", "H", "H", "H"],
  "positions_angstrom": [[-6.080, 0.454, -1.303], [-2.513, -0.676, -0.609], [-3.774, -0.169, -0.527], [-1.870, 0.090, -1.042], [-2.100, -1.018, 0.340], [-2.381, -1.451, -1.363], [-5.738, 3.033, -0.806], [-5.102, 4.358, -0.499], [-4.844, 5.421, -1.777], [-4.822, 6.936, -1.557], [-4.283, 4.961, -3.044], [-3.639, 4.337, 0.414], [-3.043, 5.607, 0.912], [-3.271, 3.100, 1.120], [-6.249, 5.323, 0.470], [-6.387, 5.019, 1.918], [-7.571, 5.570, -0.108], [-4.621, 7.180, -0.514], [-5.816, 7.371, -1.659], [-4.130, 7.443, -2.230], [-4.557, 5.593, -3.889], [-4.794, 4.034, -3.305], [-3.197, 4.864, -3.068], [-3.631, 6.215, 1.599], [-2.174, 5.290, 1.490], [-2.827, 6.389, 0.184], [-3.859, 3.004, 2.032], [-3.530, 2.223, 0.526], [-2.207, 3.057, 1.354], [-7.324, 5.408, 2.315], [-6.366, 3.931, 1.982], [-5.556, 5.506, 2.428], [-8.191, 4.673, -0.094], [-7.514, 5.798, -1.172], [-8.119, 6.401, 0.336], [-0.998, -0.627, 6.362], [0.000, -0.184, 5.413], [-0.038, 1.482, 5.170], [0.822, 2.210, 4.309], [-1.028, 2.349, 5.870], [-0.303, -0.927, 3.847], [0.562, -0.831, 2.727], [-1.570, -1.457, 3.602], [1.684, -0.482, 5.746], [2.164, -1.832, 5.697], [2.274, 0.256, 6.902], [1.232, 3.115, 4.758], [0.420, 2.526, 3.346], [1.747, 1.659, 4.138], [-0.784, 3.410, 5.829], [-1.124, 2.000, 6.899], [-1.955, 2.407, 5.300], [1.445, -0.217, 2.905], [0.867, -1.866, 2.569], [0.054, -0.496, 1.822], [-1.582, -2.312, 2.926], [-1.902, -1.960, 4.510], [-2.304, -0.692, 3.348], [1.649, -2.262, 4.837], [3.252, -1.825, 5.629], [1.929, -2.306, 6.650], [2.299, 1.316, 6.650], [3.316, -0.030, 7.050], [1.630, 0.013, 7.747], [2.143, -6.501, -1.821], [2.582, -5.696, -0.533], [1.568, -4.434, 0.098], [0.906, -3.472, -0.784], [1.784, -3.871, 1.401], [4.082, -4.852, -0.661], [4.362, -4.123, -1.938], [4.867, -4.458, 0.497], [2.836, -6.793, 0.746], [1.817, -7.211, 1.734], [3.905, -7.818, 0.678], [-0.018, -3.027, -0.415], [0.653, -3.970, -1.719], [1.685, -2.731, -0.968], [0.969, -3.773, 2.119], [2.249, -2.886, 1.360], [2.466, -4.360, 2.096], [3.913, -4.756, -2.703], [3.941, -3.120, -1.858], [5.427, -3.969, -2.109], [4.794, -5.191, 1.301], [5.912, -4.382, 0.195], [4.628, -3.464, 0.875], [1.113, -7.888, 1.251], [2.267, -7.666, 2.616], [1.253, -6.321, 2.011], [3.504, -8.818, 0.512], [4.476, -7.707, 1.600], [4.521, -7.583, -0.190], [2.914, 2.217, -4.247], [2.511, 0.831, -4.676], [1.191, 0.215, -3.690], [0.661, 0.916, -2.506], [0.541, -1.124, -3.919], [3.789, -0.300, -4.595], [3.666, -1.720, -4.927], [4.742, 0.026, -3.612], [1.959, 0.597, -6.250], [2.837, 0.835, -7.413], [0.650, 1.197, -6.547], [0.980, 1.930, -2.265], [1.050, 0.460, -1.596], [-0.407, 0.764, -2.352], [1.048, -1.909, -3.357], [0.524, -1.359, -4.983], [-0.524, -1.227, -3.715], [3.237, -2.212, -4.054], [2.824, -1.926, -5.588], [4.670, -2.055, -5.184], [5.712, -0.467, -3.675], [4.962, 1.091, -3.681], [4.294, -0.147, -2.634], [3.028, 1.884, -7.636], [3.781, 0.291, -7.430], [2.327, 0.339, -8.239], [-0.045, 0.850, -5.783], [0.185, 0.870, -7.477], [0.614, 2.263, -6.773]],
  "total_charge": 1,
  "gap_ev": 1.96,
  "lumo_energy_ev": -7.8,
  "largest_force_ev_per_a": 5.2
}



[2]
{
  "formula": "C25H76N4O13",
  "method": "the ωB97M-V functional and the def2-TZVPD basis",
  "species": ["C", "O", "H", "H", "H", "H", "C", "O", "H", "H", "H", "H", "C", "O", "H", "H", "H", "H", "C", "O", "H", "H", "H", "H", "C", "O", "H", "H", "H", "H", "C", "O", "N", "N", "H", "H", "H", "H", "C", "O", "N", "N", "H", "H", "H", "H", "C", "C", "C", "O", "H", "H", "H", "H", "H", "H", "H", "H", "C", "C", "C", "O", "H", "H", "H", "H", "H", "H", "H", "H", "C", "C", "C", "O", "H", "H", "H", "H", "H", "H", "H", "H", "C", "C", "C", "O", "H", "H", "H", "H", "H", "H", "H", "H", "C", "C", "C", "O", "H", "H", "H", "H", "H", "H", "H", "H", "C", "C", "C", "O", "H", "H", "H", "H", "H", "H", "H", "H"],
  "positions_angstrom": [[4.724, 0.373, -0.987], [3.468, 0.414, -0.473], [4.784, 0.437, -2.087], [5.148, -0.589, -0.644], [5.262, 1.171, -0.533], [3.060, 1.252, -0.696], [-2.553, 2.538, -2.763], [-1.899, 1.424, -3.363], [-2.084, 3.478, -2.954], [-2.460, 2.436, -1.693], [-3.596, 2.595, -2.996], [-1.878, 1.582, -4.325], [-0.119, -0.294, 0.026], [-0.673, -0.177, -1.276], [0.483, 0.585, 0.135], [0.573, -1.076, 0.173], [-0.910, -0.348, 0.755], [0.048, -0.019, -1.886], [-4.155, -2.359, 0.854], [-2.788, -1.963, 0.713], [-4.477, -2.455, -0.187], [-4.745, -1.639, 1.424], [-4.234, -3.356, 1.255], [-2.672, -1.827, -0.258], [-0.007, -3.771, 0.073], [1.296, -4.245, -0.046], [-0.319, -3.121, -0.736], [-0.138, -3.174, 1.001], [-0.805, -4.577, 0.090], [1.880, -3.488, 0.129], [-3.669, -1.768, -2.585], [-4.626, -2.832, -2.866], [-3.848, -0.509, -2.941], [-2.523, -1.990, -2.040], [-4.648, -0.383, -3.538], [-3.182, 0.295, -2.916], [-2.301, -2.940, -1.811], [-1.842, -1.251, -1.840], [4.054, -3.155, 0.459], [4.989, -2.919, -0.542], [3.177, -2.247, 0.692], [4.106, -4.183, 1.258], [3.207, -1.384, 0.124], [2.577, -2.186, 1.589], [4.663, -5.019, 0.934], [3.404, -4.382, 1.992], [3.558, -0.896, 3.486], [2.074, -0.831, 3.391], [1.673, 0.409, 2.626], [1.476, -1.769, 2.818], [4.073, -0.594, 2.580], [3.819, -1.935, 3.724], [4.058, -0.225, 4.225], [1.605, -0.780, 4.377], [1.905, 0.360, 1.630], [2.138, 1.310, 3.093], [0.634, 0.504, 2.577], [0.518, -1.674, 2.897], [4.070, 3.510, 0.585], [3.402, 3.733, -0.784], [4.478, 3.836, -1.885], [2.612, 2.837, -1.101], [4.814, 4.295, 0.616], [4.533, 2.502, 0.718], [3.304, 3.605, 1.331], [2.830, 4.667, -0.636], [5.163, 4.581, -1.630], [4.008, 4.089, -2.855], [5.020, 2.891, -2.018], [1.667, 3.073, -0.925], [2.224, -1.303, -2.737], [1.837, -0.003, -3.369], [0.550, -0.131, -4.159], [1.508, 0.899, -2.601], [1.467, -1.609, -2.025], [3.211, -1.223, -2.210], [2.334, -1.976, -3.545], [2.558, 0.259, -4.086], [0.727, -0.781, -4.967], [0.347, 0.711, -4.754], [-0.437, -0.489, -3.811], [2.233, 1.451, -2.417], [-3.805, 1.182, 0.253], [-5.029, 1.468, -0.547], [-6.114, 0.406, -0.403], [-5.552, 2.559, -0.311], [-3.960, 0.800, 1.254], [-3.040, 1.954, 0.344], [-3.176, 0.476, -0.313], [-4.749, 1.569, -1.575], [-5.730, -0.539, -0.825], [-6.884, 0.690, -1.015], [-6.338, 0.110, 0.599], [-6.317, 2.442, 0.212], [-2.147, -4.130, 3.350], [-2.103, -2.644, 3.718], [-1.409, -2.507, 5.057], [-1.476, -1.870, 2.942], [-2.930, -4.560, 4.014], [-1.247, -4.580, 3.486], [-2.398, -4.329, 2.331], [-3.201, -2.340, 3.724], [-1.254, -1.461, 5.374], [-0.427, -2.946, 4.942], [-1.997, -3.068, 5.790], [-2.027, -1.805, 2.155], [0.116, 3.443, 1.300], [-0.538, 3.731, 0.029], [-0.218, 5.083, -0.476], [-0.107, 2.953, -0.883], [-0.145, 4.122, 2.138], [1.116, 3.245, 1.142], [-0.199, 2.501, 1.779], [-1.638, 3.504, 0.020], [-0.727, 5.153, -1.414], [0.852, 5.310, -0.589], [-0.590, 5.801, 0.215], [-0.406, 2.065, -0.707]],
  "e_above_lowest_kcal_mol": 172.2,
  "gap_ev": 8.98,
  "lumo_energy_ev": 0.3,
  "largest_force_ev_per_a": 11.2
}



[3]
{
  "formula": "C25H9Cl60NO3",
  "method": "the ωB97M-V functional and the def2-TZVPD basis",
  "species": ["O", "C", "C", "C", "C", "C", "C", "C", "C", "O", "N", "C", "C", "O", "H", "H", "H", "H", "H", "H", "H", "H", "H", "C", "Cl", "Cl", "Cl", "Cl", "C", "Cl", "Cl", "Cl", "Cl", "C", "Cl", "Cl", "Cl", "Cl", "C", "Cl", "Cl", "Cl", "Cl", "C", "Cl", "Cl", "Cl", "Cl", "C", "Cl", "Cl", "Cl", "Cl", "C", "Cl", "Cl", "Cl", "Cl", "C", "Cl", "Cl", "Cl", "Cl", "C", "Cl", "Cl", "Cl", "Cl", "C", "Cl", "Cl", "Cl", "Cl", "C", "Cl", "Cl", "Cl", "Cl", "C", "Cl", "Cl", "Cl", "Cl", "C", "Cl", "Cl", "Cl", "Cl", "C", "Cl", "Cl", "Cl", "Cl", "C", "Cl", "Cl", "Cl", "Cl"],
  "positions_angstrom": [[-3.086, -1.182, 1.674], [-3.900, -1.405, 0.836], [-5.260, -0.632, 0.698], [-5.703, 0.565, 1.335], [-7.068, 1.007, 1.018], [-7.887, 0.230, 0.099], [-7.383, -0.969, -0.565], [-6.053, -1.409, -0.263], [-5.218, -2.616, -0.777], [-5.536, -3.501, -1.493], [-3.961, -2.372, -0.178], [-2.733, -2.811, -0.864], [-1.642, -1.710, -1.044], [-1.972, -0.743, -2.059], [-5.047, 1.098, 2.049], [-7.462, 1.919, 1.499], [-8.924, 0.585, -0.083], [-8.005, -1.553, -1.267], [-2.259, -3.720, -0.416], [-3.041, -3.122, -1.899], [-1.335, -1.192, -0.108], [-0.722, -2.242, -1.417], [-2.024, 0.113, -1.613], [2.001, -1.479, -0.972], [1.352, -1.993, 0.594], [1.729, -2.761, -2.173], [1.173, -0.006, -1.499], [3.741, -1.168, -0.813], [-6.735, 0.627, 5.562], [-8.345, 0.008, 5.965], [-5.521, -0.208, 6.550], [-6.400, 0.333, 3.846], [-6.671, 2.371, 5.884], [-5.304, 2.364, 9.972], [-6.637, 1.507, 9.184], [-4.066, 1.200, 10.472], [-4.601, 3.523, 8.831], [-5.912, 3.227, 11.396], [2.485, 3.941, -1.498], [2.511, 5.203, -0.255], [3.138, 4.588, -3.010], [3.479, 2.573, -0.971], [0.817, 3.398, -1.756], [-4.933, -4.143, 8.654], [-5.224, -2.675, 7.704], [-3.858, -5.227, 7.752], [-4.176, -3.709, 10.197], [-6.474, -4.961, 8.960], [5.604, -5.035, -0.587], [5.506, -4.617, 1.132], [6.995, -4.218, -1.319], [5.785, -6.790, -0.760], [4.129, -4.504, -1.409], [-2.271, 5.629, 5.853], [-2.291, 6.883, 7.105], [-1.701, 6.326, 4.327], [-1.188, 4.318, 6.347], [-3.909, 4.989, 5.635], [5.447, 0.809, -3.999], [6.383, 1.126, -2.526], [4.161, -0.358, -3.647], [4.732, 2.322, -4.580], [6.518, 0.141, -5.244], [10.369, -2.405, -2.202], [10.276, -1.991, -0.482], [11.754, -1.578, -2.942], [10.566, -4.157, -2.377], [8.879, -1.894, -3.011], [-8.265, -3.940, 4.079], [-9.598, -4.812, 3.301], [-7.022, -5.094, 4.591], [-7.564, -2.790, 2.928], [-8.877, -3.067, 5.496], [13.263, 0.316, 1.438], [14.721, 1.264, 1.776], [11.835, 1.356, 1.578], [13.352, -0.345, -0.202], [13.140, -1.014, 2.604], [-2.422, 5.116, -3.181], [-1.913, 3.462, -2.797], [-2.288, 5.385, -4.926], [-4.104, 5.333, -2.674], [-1.389, 6.273, -2.323], [-7.491, 5.483, -0.062], [-6.942, 3.840, 0.319], [-7.382, 5.746, -1.810], [-9.171, 5.688, 0.464], [-6.462, 6.654, 0.778], [8.479, -1.233, -8.906], [8.340, 0.248, -9.867], [9.500, -2.399, -9.764], [9.209, -0.852, -7.337], [6.869, -1.929, -8.655], [11.018, -0.911, -13.180], [11.042, 0.334, -11.921], [11.712, -0.256, -14.673], [11.972, -2.307, -12.648], [9.347, -1.417, -13.478]],
  "gap_ev": 9.11,
  "lumo_energy_ev": -0.5,
  "largest_force_ev_per_a": 3.9
}



[4]
{
  "formula": "C26H12F17NO2Re",
  "method": "the ωB97M-V functional and the def2-TZVPD basis",
  "species": ["Re", "C", "C", "C", "C", "C", "N", "C", "C", "C", "C", "C", "C", "C", "C", "O", "C", "F", "F", "F", "C", "F", "F", "F", "C", "C", "C", "O", "C", "F", "F", "F", "C", "F", "F", "F", "H", "H", "H", "H", "H", "H", "H", "H", "H", "H", "H", "H", "F", "C", "C", "C", "F", "C", "F", "C", "F", "C", "F"],
  "positions_angstrom": [[-0.079, -0.347, -0.444], [5.829, -0.982, 3.508], [4.528, -0.608, 2.928], [4.002, 0.685, 3.051], [2.813, 0.994, 2.459], [2.036, 0.009, 1.736], [0.822, 0.390, 1.288], [0.197, 1.367, 2.035], [0.274, 1.252, 3.452], [-0.288, 2.198, 4.275], [-0.942, 3.302, 3.728], [-1.569, 4.348, 4.571], [-1.030, 3.411, 2.310], [-0.522, 2.465, 1.466], [-0.573, 2.649, -0.039], [-0.594, 1.349, -0.616], [-1.891, 3.318, -0.555], [-2.008, 3.121, -1.854], [-2.921, 2.740, 0.065], [-1.878, 4.614, -0.292], [0.709, 3.362, -0.567], [1.762, 2.550, -0.293], [0.662, 3.550, -1.865], [0.883, 4.501, 0.071], [2.636, -1.294, 1.525], [3.812, -1.573, 2.143], [1.910, -2.364, 0.742], [1.017, -1.728, -0.154], [1.018, -3.229, 1.687], [1.766, -3.880, 2.551], [0.211, -2.381, 2.362], [0.260, -4.059, 0.999], [2.844, -3.218, -0.185], [2.105, -3.904, -1.035], [3.587, -4.044, 0.534], [3.628, -2.379, -0.858], [6.209, -0.240, 4.205], [5.771, -1.963, 3.988], [6.556, -1.100, 2.691], [4.574, 1.451, 3.558], [2.486, 2.024, 2.406], [0.679, 0.336, 3.868], [-0.254, 2.068, 5.349], [-1.452, 4.150, 5.633], [-1.128, 5.322, 4.336], [-2.634, 4.432, 4.336], [-1.513, 4.293, 1.907], [4.247, -2.561, 2.058], [-2.362, -0.990, 2.269], [-2.650, -1.433, 1.063], [-1.795, -1.182, -0.012], [-2.159, -1.650, -1.273], [-1.151, -1.265, -2.176], [-3.279, -2.360, -1.579], [-3.590, -2.793, -2.767], [-4.118, -2.600, -0.466], [-5.213, -3.262, -0.651], [-3.814, -2.144, 0.829], [-4.650, -2.400, 1.802]],
  "total_charge": 3,
  "gap_ev": [5.91, 5.65],
  "lumo_energy_ev": [-12.9, -13.0],
  "largest_force_ev_per_a": 0.3
}



[5]
{
  "formula": "C26H13Cl5FeN14",
  "method": "the ωB97M-V functional and the def2-TZVPD basis",
  "species": ["Fe", "C", "C", "C", "C", "N", "C", "N", "C", "N", "C", "N", "C", "C", "C", "C", "C", "N", "C", "C", "C", "C", "C", "C", "H", "H", "H", "H", "H", "H", "H", "H", "H", "H", "H", "H", "Cl", "C", "C", "C", "Cl", "C", "Cl", "C", "Cl", "C", "Cl", "N", "C", "N", "N", "N", "N", "C", "N", "N", "N", "N", "H"],
  "positions_angstrom": [[0.424, 0.152, -0.406], [1.447, 0.714, -4.499], [0.250, 1.150, -5.076], [-0.924, 0.971, -4.394], [-0.916, 0.390, -3.109], [0.254, 0.067, -2.528], [1.392, 0.195, -3.232], [-2.142, 0.138, -2.553], [-2.323, -0.495, -1.433], [-1.426, -0.926, -0.503], [-2.093, -1.703, 0.416], [-1.593, -2.306, 1.444], [-0.271, -2.518, 1.520], [0.459, -2.352, 2.796], [2.620, -1.681, 3.979], [2.489, -1.744, 1.414], [1.723, -2.405, 0.219], [0.490, -2.707, 0.350], [-3.534, -1.703, 0.103], [-4.617, -2.312, 0.710], [-5.869, -2.104, 0.146], [-6.022, -1.312, -0.995], [-4.923, -0.722, -1.608], [-3.683, -0.938, -1.040], [2.391, 0.802, -5.016], [0.250, 1.615, -6.053], [-1.881, 1.262, -4.801], [2.294, -0.124, -2.720], [0.001, -2.965, 3.553], [3.149, -2.219, 4.725], [3.145, -2.605, 1.372], [2.286, -2.670, -0.669], [-4.481, -2.920, 1.595], [-6.741, -2.565, 0.591], [-7.013, -1.157, -1.402], [-5.022, -0.107, -2.493], [-1.933, 1.980, 1.085], [-0.617, 1.600, 2.173], [0.309, 0.662, 1.803], [1.248, 0.204, 2.755], [1.722, -1.420, 2.836], [1.670, 1.249, 3.579], [3.212, 1.239, 4.394], [0.744, 2.210, 4.015], [1.100, 3.244, 5.348], [-0.462, 2.351, 3.337], [-1.644, 3.486, 3.859], [3.668, 2.127, -0.811], [2.409, 2.668, -1.097], [2.278, 3.796, -1.758], [0.942, 3.959, -1.859], [0.327, 2.983, -1.290], [1.237, 2.126, -0.764], [3.815, 1.007, -0.065], [4.911, 0.710, 0.701], [4.649, -0.406, 1.303], [3.472, -0.810, 0.875], [2.906, 0.072, 0.021], [4.443, 2.767, -0.844]],
  "total_charge": -1,
  "e_above_lowest_kcal_mol": 415.0,
  "multiplicity": 6,
  "gap_ev": [5.88, 6.31],
  "lumo_energy_ev": [2.0, 1.4],
  "largest_force_ev_per_a": 10.5,
  "s_squared": 8.784
}